# 1
ORCA calculation (ωB97M-V with the def2-TZVPD basis set) on a 2-piece molecular cluster, C4H8O3 overall.

Results
* energy relative to the best compared isomer or geometry (same formula, charge and spin): 150.7 kJ/mol
* E: -382.90741 a.u.
* SMILES: O=C(O)CO.C=C
* maximum force: 0.49 eV Å⁻¹
* orbital gap: 11.069 eV

Atoms and positions in Å:
1 O -1.99 -2.48 0.67
2 O -0.85 -0.12 0.48
3 O 1.11 -0.95 -0.26
4 C -0.02 -1.12 0.13
5 C 0.34 2.59 -0.73
6 C 1.50 2.10 -0.30
7 C -0.64 -2.48 0.32
8 H -0.10 2.26 -1.67
9 H -0.37 0.72 0.32
10 H 1.94 2.42 0.64
11 H -0.02 -3.00 1.07
12 H -0.50 -3.02 -0.62
13 H -0.21 3.34 -0.18
14 H 2.03 1.33 -0.85
15 H -2.22 -1.60 0.98



# 2
ORCA calculation (ωB97M-V with the def2-TZVPD basis set) on an isolated ion of composition C20H17F4 and charge +1 at a distorted geometry.

Results
* energy relative to the best compared isomer or geometry (same formula, charge and spin): 230.5 kJ/mol
* E: -1171.35140 a.u.
* total charge: +1
* maximum force: 4.31 eV Å⁻¹
* orbital gap: 4.884 eV

Atoms and positions in Å:
1 F -5.97 -4.82 5.26
2 F -9.22 3.63 -0.69
3 F -10.35 1.34 3.35
4 F -2.31 -5.89 2.38
5 C -5.27 -3.27 3.64
6 C 0.85 -1.13 2.65
7 C -7.77 1.86 0.13
8 C 2.04 -0.33 3.03
9 C -5.20 -4.53 4.18
10 C -3.45 -3.82 2.15
11 C -6.18 0.17 1.09
12 C -9.78 2.52 1.35
13 C -1.69 -1.31 2.52
14 C -4.43 -1.50 1.92
15 C -7.47 0.90 1.14
16 C -4.24 -5.43 3.76
17 C -4.39 -2.87 2.61
18 C -8.39 0.71 2.18
19 C -9.48 1.55 2.31
20 C -3.38 -5.09 2.72
21 C -5.86 -0.94 1.87
22 C -8.89 2.68 0.27
23 C -3.05 -0.82 2.64
24 C -0.41 -0.61 2.62
25 H -0.56 0.47 2.84
26 H -3.94 -1.42 0.85
27 H -8.13 0.01 2.96
28 H 2.25 0.55 2.39
29 H 0.91 -2.19 2.42
30 H -5.46 0.46 0.26
31 H -6.00 -2.56 3.99
32 H -3.06 0.18 2.21
33 H -3.61 -0.80 3.65
34 H -4.04 -6.35 4.31
35 H -7.11 2.05 -0.72
36 H 2.13 -0.02 4.08
37 H -10.68 3.14 1.45
38 H 2.89 -0.98 2.89
39 H -2.75 -3.54 1.34
40 H -1.56 -2.36 2.27
41 H -6.73 -1.47 2.38



# 3
ORCA calculation (ωB97M-V with the def2-TZVPD basis set) on C26H26BF6O3 as an isolated structure at a distorted geometry.

Results
* energy relative to the best compared isomer or geometry (same formula, charge and spin): 0.0 kJ/mol
* E: -1855.86708 a.u.
* total charge: +1
* maximum force: 4.36 eV Å⁻¹
* orbital gap: 5.164 eV

Atoms and positions in Å:
1 F 6.75 3.64 0.73
2 F 1.43 -4.04 -5.06
3 F 6.46 2.27 2.42
4 F 1.99 -5.28 -3.33
5 F 5.46 4.23 2.40
6 F 3.54 -4.23 -4.49
7 O -3.46 1.09 -0.24
8 O -3.69 -0.41 3.23
9 O -2.80 -0.96 0.73
10 C -5.08 1.17 4.03
11 C 2.59 -2.96 -1.78
12 C -1.67 -0.53 -0.10
13 C 2.25 2.31 0.73
14 C 3.71 0.78 -0.41
15 C -2.35 0.59 -1.05
16 C 2.33 -1.89 -0.94
17 C -1.57 1.84 -1.42
18 C 4.64 2.53 0.95
19 C -3.57 0.70 2.37
20 C 5.82 3.17 1.62
21 C 2.27 -4.11 -3.98
22 C 1.20 0.38 -0.48
23 C 2.41 1.13 -0.01
24 C 2.11 -2.92 -3.08
25 C 1.21 -0.73 -2.73
26 C 1.56 -0.78 -1.38
27 C -2.93 -0.05 -2.30
28 C -5.06 -1.17 5.10
29 C 4.83 1.45 0.08
30 C 1.50 -1.78 -3.60
31 C -4.41 1.68 2.88
32 C -4.61 -0.12 4.20
33 C -1.20 -1.83 -0.73
34 C 3.35 3.02 1.19
35 C -0.65 0.05 0.91
36 B -3.36 0.29 0.87
37 H -0.82 1.65 -2.19
38 H -4.58 2.65 2.44
39 H -1.96 -2.61 -0.62
40 H -0.61 -0.57 1.81
41 H -0.96 -1.71 -1.79
42 H 3.87 -0.01 -1.12
43 H -5.26 -2.12 4.58
44 H 3.23 3.95 1.73
45 H -4.32 -1.35 5.90
46 H -0.83 1.11 1.14
47 H -2.14 -0.29 -3.01
48 H -5.98 -0.84 5.59
49 H -5.84 1.65 4.66
50 H -2.29 2.57 -1.82
51 H 3.18 -3.81 -1.43
52 H 0.48 -0.03 0.47
53 H 1.25 2.69 0.95
54 H 1.23 -1.71 -4.64
55 H -1.10 2.31 -0.56
56 H 0.61 1.08 -1.07
57 H 0.70 0.15 -3.11
58 H -3.62 0.65 -2.79
59 H -3.49 -0.96 -2.06
60 H 2.75 -1.89 0.07
61 H 5.82 1.13 -0.22
62 H -0.31 -2.18 -0.23



# 4
ORCA calculation (ωB97M-V with the def2-TZVPD basis set) on a 5-piece molecular cluster, C15H33F2O18P3 overall at a distorted geometry.

Results
* energy relative to the best compared isomer or geometry (same formula, charge and spin): 0.0 kJ/mol
* E: -3169.77902 a.u.
* SMILES: O=C1OC[C@@H](F)O1.O=C1OC[C@@H](F)O1.COP(=O)(OC)OC.COP(=O)(OC)OC.COP(=O)(OC)OC
* maximum force: 1.85 eV Å⁻¹
* orbital gap: 10.873 eV

Atoms and positions in Å:
1 P -5.80 1.31 1.01
2 P 0.32 0.08 2.74
3 P 6.34 0.02 -2.31
4 F -0.39 3.32 -0.81
5 F 1.03 -3.66 -0.84
6 O -4.39 1.49 1.37
7 O -0.84 -0.45 3.64
8 O 0.57 1.52 2.73
9 O -6.72 0.99 2.22
10 O 2.81 -2.72 0.16
11 O -3.61 3.40 -3.34
12 O 4.95 -0.60 -2.79
13 O 6.24 0.06 -0.73
14 O 6.26 1.54 -2.66
15 O -2.42 1.72 -2.47
16 O 1.50 -0.81 3.24
17 O 7.47 -0.72 -2.86
18 O 3.99 -4.45 -0.60
19 O -2.52 3.66 -1.38
20 O 4.28 -3.75 1.53
21 O 0.01 -0.40 1.25
22 O -6.01 0.15 -0.05
23 O -6.50 2.57 0.41
24 C -7.23 -0.60 -0.11
25 C -2.09 0.24 3.60
26 C 7.18 2.14 -3.57
27 C -1.67 2.89 -0.60
28 C 6.20 -1.21 -0.06
29 C 2.86 -0.46 2.91
30 C -2.88 2.98 -2.51
31 C -6.32 0.04 3.20
32 C 2.22 -3.04 -1.07
33 C 3.74 -3.68 0.48
34 C -0.81 -1.53 0.98
35 C -1.81 1.48 -1.18
36 C 3.75 -0.09 -2.21
37 C 3.26 -3.94 -1.74
38 C -6.32 2.89 -0.98
39 H 5.67 -1.94 -0.67
40 H 2.91 -0.30 -2.86
41 H -7.08 2.39 -1.60
42 H -1.88 2.96 0.46
43 H 7.22 -1.45 0.21
44 H -0.88 0.94 -1.32
45 H 3.01 0.61 2.84
46 H 5.62 -1.14 0.87
47 H 3.15 -1.02 2.02
48 H -1.99 1.26 3.98
49 H -2.44 0.38 2.58
50 H 6.61 2.70 -4.30
51 H -8.12 0.04 -0.05
52 H -6.46 3.96 -1.07
53 H -2.82 -0.30 4.20
54 H -0.42 -2.43 1.47
55 H -1.04 -1.71 -0.07
56 H -5.37 2.54 -1.38
57 H 7.86 2.82 -3.05
58 H 3.80 0.99 -2.04
59 H -1.80 -1.37 1.42
60 H 3.45 -0.79 3.77
61 H -5.54 -0.61 2.82
62 H 7.81 1.39 -4.05
63 H -5.94 0.56 4.08
64 H -7.20 -0.52 3.53
65 H -7.31 -1.09 -1.07
66 H -7.27 -1.30 0.72
67 H 2.79 -4.81 -2.18
68 H 3.94 -3.34 -2.34
69 H -2.55 0.85 -0.69
70 H 2.00 -2.14 -1.64
71 H 3.60 -0.54 -1.22



# 5
ORCA calculation (ωB97M-V with the def2-TZVPD basis set) on a 2-piece molecular cluster, C4H15N2O overall.

Results
* energy relative to the best compared isomer or geometry (same formula, charge and spin): 181.9 kJ/mol
* E: -345.87641 a.u.
* total charge: +1
* maximum force: 0.44 eV Å⁻¹
* orbital gap: 9.562 eV

Atoms and positions in Å:
1 O -2.63 -2.07 -0.13
2 N 1.32 0.71 0.66
3 N -1.77 -0.59 -1.74
4 C -0.74 0.39 -2.02
5 C 1.85 -0.61 1.11
6 C 1.09 1.68 1.77
7 C -1.63 -1.14 -0.41
8 H 1.96 1.12 -0.02
9 H 0.66 2.59 1.36
10 H -3.47 -1.68 -0.40
11 H -1.69 -1.36 -2.40
12 H 2.04 1.88 2.25
13 H -1.67 -0.29 0.31
14 H 2.01 -1.24 0.23
15 H -0.80 0.72 -3.05
16 H -0.89 1.27 -1.38
17 H 1.13 -1.07 1.77
18 H 0.40 1.23 2.48
19 H -0.67 -1.66 -0.26
20 H 0.44 0.56 0.15
21 H 2.79 -0.45 1.64
22 H 0.29 0.01 -1.90



# 6
ORCA calculation (ωB97M-V with the def2-TZVPD basis set) on one molecule with the formula C4H7NO2.

Results
* energy relative to the best compared isomer or geometry (same formula, charge and spin): 305.9 kJ/mol
* E: -361.76436 a.u.
* SMILES: N[C@@H]1O[C@@H]1[C@H]1CO1
* maximum force: 0.31 eV Å⁻¹
* orbital gap: 11.072 eV

Atoms and positions in Å:
1 O -1.25 -1.12 0.04
2 O 2.07 0.58 0.16
3 N -1.87 1.20 -0.21
4 C 0.83 0.06 0.63
5 C 2.09 -0.62 0.92
6 C -0.05 -0.52 -0.43
7 C -1.37 0.01 -0.80
8 H 0.50 -1.09 -1.19
9 H 2.54 -0.56 1.91
10 H 2.35 -1.52 0.35
11 H -1.56 2.01 -0.74
12 H 0.33 0.64 1.40
13 H -1.74 -0.27 -1.79
14 H -2.88 1.20 -0.24



# 7
ORCA calculation (ωB97M-V with the def2-TZVPD basis set) on C26H37NO6 as an isolated structure at a distorted geometry.

Results
* E: -1518.16860 a.u.
* maximum force: 17.40 eV Å⁻¹
* orbital gap: 8.240 eV

Atoms and positions in Å:
1 O -5.32 -0.29 2.59
2 O -1.51 1.71 0.26
3 O -1.13 -2.29 2.90
4 O 1.25 3.66 3.38
5 O 3.19 2.85 -0.82
6 O 2.95 4.41 1.21
7 N -0.24 -1.98 -2.25
8 C -2.19 0.76 1.10
9 C -3.49 -1.20 2.85
10 C -1.32 -0.41 1.89
11 C 0.19 -1.37 -0.01
12 C 0.97 0.79 1.20
13 C -4.10 -0.23 2.33
14 C 2.14 3.17 1.37
15 C -0.46 -3.20 -2.04
16 C -0.30 -0.94 -1.09
17 C -0.74 -3.76 -3.52
18 C 2.39 -2.26 -5.01
19 C -1.95 -1.31 2.63
20 C 0.53 -3.73 -4.17
21 C -0.08 -0.51 1.34
22 C -1.54 -3.19 4.04
23 C 2.45 5.32 0.35
24 C 2.41 2.33 0.30
25 C 3.66 1.92 -1.76
26 C 1.18 -1.62 -2.82
27 C 1.11 -2.13 -4.33
28 C -3.52 0.85 1.48
29 C 1.49 2.88 2.48
30 C 1.75 1.14 0.03
31 C 1.71 4.96 3.66
32 C -6.16 0.72 2.30
33 C 0.68 1.75 2.25
34 H 1.64 5.64 0.15
35 H -3.57 -2.02 3.49
36 H 1.52 -1.70 0.02
37 H 0.10 -3.80 -1.66
38 H -1.15 -4.80 -3.54
39 H -7.18 0.66 2.89
40 H -5.58 1.54 2.77
41 H 2.40 -2.64 -5.92
42 H -2.01 -2.83 4.87
43 H -6.32 0.67 1.10
44 H 2.84 4.82 3.69
45 H 4.05 0.90 -1.43
46 H 1.54 5.12 4.69
47 H 2.91 4.99 -0.60
48 H -4.10 1.53 1.08
49 H -1.29 -3.39 -4.17
50 H -0.03 -2.41 0.41
51 H 1.97 0.45 -0.57
52 H 4.32 2.40 -2.54
53 H 3.18 6.20 0.51
54 H 1.31 5.62 3.07
55 H 3.09 -2.85 -4.34
56 H 0.62 -1.14 2.20
57 H -0.83 -3.96 4.18
58 H 1.83 -2.25 -2.36
59 H -2.45 -3.90 3.46
60 H 1.34 -4.50 -3.70
61 H -1.61 -3.18 -1.68
62 H 0.34 -1.76 -5.11
63 H 0.31 1.42 3.04
64 H 2.56 1.89 -2.68
65 H 0.55 -4.24 -5.25
66 H -1.42 -1.32 -0.85
67 H 2.80 -1.03 -5.10
68 H -0.34 0.00 -1.46
69 H -0.70 1.71 0.18
70 H 1.38 -0.64 -2.98



# 8
ORCA calculation (ωB97M-V with the def2-TZVPD basis set) on one molecule with the formula CH2O3 at a distorted geometry.

Results
* energy relative to the best compared isomer or geometry (same formula, charge and spin): 771.3 kJ/mol
* E: -264.76240 a.u.
* maximum force: 3.48 eV Å⁻¹
* orbital gap (alpha / beta): 6.805 / 6.930 eV

Atoms and positions in Å:
1 O -0.10 -0.56 1.63
2 O -0.57 -2.57 0.26
3 O -0.36 -1.60 -0.49
4 C -0.03 -0.36 0.45
5 H 0.94 -0.03 0.09
6 H -0.74 0.38 -0.21